--- i ---
Below is 3 unconnected molecules or ions with the total composition C2H10N2O2, with properties calculated with wB97M-V/def2-TZVPD.

Computed properties:
E_HOMO	-9.00	eV
frontier orbital gap	9.76	eV

Structure (ORCA input):
```
! wB97M-V def2-TZVPD RIJCOSX def2/J DEFGRID3
* xyz 0 1
C 1.504 -0.040 -0.119
N 0.098 -0.270 0.109
C -0.517 -0.321 1.383
N -1.662 -0.888 1.392
H 1.627 0.759 -0.894
H 1.995 0.331 0.805
H 2.183 -0.929 -0.365
H -0.277 -0.844 -0.644
H 0.165 0.028 2.218
H -2.232 -0.968 2.267
H 0.339 2.703 0.531
H 1.364 3.485 -0.113
O 0.847 3.536 0.778
H -1.609 -2.693 -1.850
H -2.299 -1.728 -2.848
O -1.526 -2.160 -2.650
*
```

The net atomic charges from Mulliken, expressed in e, are: atom 1 (C): -0.87, atom 2 (N): -0.17, atom 3 (C): 0.15, atom 4 (N): -0.64, atom 5 (H): 0.23, atom 6 (H): 0.34, atom 7 (H): 0.28, atom 8 (H): 0.22, atom 9 (H): 0.27, atom 10 (H): 0.22, atom 11 (H): 0.31, atom 12 (H): 0.33, atom 13 (O): -0.66, atom 14 (H): 0.33, atom 15 (H): 0.30, atom 16 (O): -0.66

--- ii ---
Below is 2 unconnected molecules or ions with the total composition C2H10N2O2, with properties calculated with wB97M-V/def2-TZVPD.

Computed properties:
E_HOMO	-9.76	eV
frontier orbital gap	10.24	eV

Structure (ORCA input):
```
! wB97M-V def2-TZVPD RIJCOSX def2/J DEFGRID3
* xyz 0 1
N -0.939 0.717 -0.761
C -1.715 0.423 -2.044
O -2.000 -0.965 -2.149
H -0.101 1.211 -1.083
H -0.481 -0.061 -0.331
H -2.677 1.019 -1.883
H -1.129 0.825 -2.877
H -1.292 -1.542 -1.807
N 1.238 -1.224 1.554
C 1.211 0.176 2.105
O 1.698 1.218 1.242
H 0.392 -1.458 0.886
H 2.141 -1.745 1.444
H 0.106 0.332 2.156
H 1.755 0.244 3.127
H 1.795 0.830 0.421
*
```

The net atomic charges from Mulliken, expressed in e, are: atom 1 (N): -0.49, atom 2 (C): -0.08, atom 3 (O): -0.50, atom 4 (H): 0.24, atom 5 (H): 0.05, atom 6 (H): 0.21, atom 7 (H): 0.25, atom 8 (H): 0.28, atom 9 (N): -0.47, atom 10 (C): -0.26, atom 11 (O): -0.50, atom 12 (H): 0.20, atom 13 (H): 0.20, atom 14 (H): 0.33, atom 15 (H): 0.27, atom 16 (H): 0.28

--- iii ---
Below is 2 unconnected molecules or ions with the total composition C2H10N2O2, with properties calculated with wB97M-V/def2-TZVPD.

Computed properties:
E_HOMO	-8.75	eV
frontier orbital gap	9.65	eV

Structure (ORCA input):
```
! wB97M-V def2-TZVPD RIJCOSX def2/J DEFGRID3
* xyz 0 1
C 1.845 0.295 0.536
C -1.259 -0.707 0.144
N 1.248 -0.570 -0.467
O 2.161 -1.588 -0.873
H 1.834 -2.393 -0.447
H 1.119 1.079 0.741
H 2.793 0.727 0.202
H 2.018 -0.286 1.442
H -2.002 -0.601 0.935
H -1.727 -1.080 -0.765
H -0.532 -1.402 0.561
N -2.399 1.493 -0.116
O -1.113 0.918 -0.172
H 0.978 -0.040 -1.294
H -2.586 1.928 -1.017
H -2.379 2.227 0.591
*
```

The net atomic charges from Mulliken, expressed in e, are: atom 1 (C): -0.73, atom 2 (C): -0.61, atom 3 (N): -0.15, atom 4 (O): -0.48, atom 5 (H): 0.31, atom 6 (H): 0.26, atom 7 (H): 0.33, atom 8 (H): 0.27, atom 9 (H): 0.39, atom 10 (H): 0.25, atom 11 (H): 0.30, atom 12 (N): -0.52, atom 13 (O): -0.23, atom 14 (H): 0.19, atom 15 (H): 0.22, atom 16 (H): 0.22

Which is most stable, and by how much? i, by 0.748 eV.

--- i ---
Below is 2 unconnected molecules or ions with the total composition C3H10N2S, with properties calculated with wB97M-V/def2-TZVPD.

Computed properties:
E_HOMO	-8.37	eV
frontier orbital gap	9.26	eV

Structure (ORCA input):
```
! wB97M-V def2-TZVPD RIJCOSX def2/J DEFGRID3
* xyz 0 1
C 1.972 -1.777 -0.768
S 1.554 -0.445 0.497
C -0.052 -0.818 1.421
H 1.426 -2.788 -0.557
H 1.784 -1.475 -1.805
H 3.048 -2.012 -0.789
H -0.198 -1.910 1.213
H -0.989 -0.402 1.027
H 0.168 -0.667 2.480
N -0.785 1.886 0.567
C -1.193 1.813 -0.794
N -1.889 0.790 -1.319
H -0.487 2.748 0.998
H -0.956 1.260 1.323
H -0.978 2.852 -1.248
H -2.423 0.943 -2.245
*
```

The net atomic charges from Mulliken, expressed in e, are: atom 1 (C): -0.74, atom 2 (S): -0.04, atom 3 (C): -0.92, atom 4 (H): 0.23, atom 5 (H): 0.27, atom 6 (H): 0.29, atom 7 (H): 0.26, atom 8 (H): 0.28, atom 9 (H): 0.32, atom 10 (N): -0.31, atom 11 (C): 0.19, atom 12 (N): -0.64, atom 13 (H): 0.19, atom 14 (H): 0.15, atom 15 (H): 0.26, atom 16 (H): 0.21

--- ii ---
Below is a molecular structure, C3H10N2S, with properties calculated with wB97M-V/def2-TZVPD.

Computed properties:
E_HOMO	-7.43	eV
frontier orbital gap	8.15	eV

Structure (ORCA input):
```
! wB97M-V def2-TZVPD RIJCOSX def2/J DEFGRID3
* xyz 0 1
C -0.003 -2.859 0.942
S -0.295 -2.096 -0.737
H -0.769 -3.638 1.074
H 1.024 -3.254 0.910
H -0.155 -2.047 1.697
C -0.218 2.265 0.520
C 0.481 1.504 -0.398
N 1.157 0.334 0.005
N -0.897 3.469 0.234
H -0.160 1.979 1.589
H 0.461 1.710 -1.483
H 2.080 0.283 -0.402
H 1.238 0.157 0.994
H 0.475 -0.711 -0.491
H -0.984 3.622 -0.773
H -1.863 3.347 0.610
*
```

The net atomic charges from Mulliken, expressed in e, are: atom 1 (C): -0.66, atom 2 (S): -0.42, atom 3 (H): 0.26, atom 4 (H): 0.22, atom 5 (H): 0.18, atom 6 (C): -0.20, atom 7 (C): -0.14, atom 8 (N): -0.43, atom 9 (N): -0.55, atom 10 (H): 0.24, atom 11 (H): 0.27, atom 12 (H): 0.31, atom 13 (H): 0.27, atom 14 (H): 0.15, atom 15 (H): 0.25, atom 16 (H): 0.26

Which is most stable, and by how much? ii, by 0.185 eV.

--- i ---
Below is 2 unconnected molecules or ions with the total composition C3H10N2S, with properties calculated with wB97M-V/def2-TZVPD.

Computed properties:
E_HOMO	-9.03	eV
frontier orbital gap	9.79	eV

Structure (ORCA input):
```
! wB97M-V def2-TZVPD RIJCOSX def2/J DEFGRID3
* xyz 0 1
C 2.602 0.235 2.464
C 1.657 1.097 1.634
S 1.368 0.518 -0.067
H 2.175 -0.759 2.602
H 3.563 0.006 2.007
H 2.663 0.762 3.417
H 0.668 1.133 2.084
H 1.915 2.159 1.639
N -2.064 -0.234 -0.603
C -2.414 -1.251 -1.461
N -3.238 -1.100 -2.417
H -1.646 0.610 -0.891
H -1.906 -0.596 0.333
H -2.060 -2.254 -1.220
H -3.333 -1.947 -2.955
H 2.018 1.436 -0.760
*
```

The net atomic charges from Mulliken, expressed in e, are: atom 1 (C): -0.95, atom 2 (C): -0.44, atom 3 (S): -0.26, atom 4 (H): 0.30, atom 5 (H): 0.30, atom 6 (H): 0.30, atom 7 (H): 0.26, atom 8 (H): 0.36, atom 9 (N): -0.46, atom 10 (C): 0.12, atom 11 (N): -0.63, atom 12 (H): 0.23, atom 13 (H): 0.21, atom 14 (H): 0.29, atom 15 (H): 0.25, atom 16 (H): 0.12

--- ii ---
Below is 2 unconnected molecules or ions with the total composition C3H10N2S, with properties calculated with wB97M-V/def2-TZVPD.

Computed properties:
E_HOMO	-9.18	eV
frontier orbital gap	9.90	eV

Structure (ORCA input):
```
! wB97M-V def2-TZVPD RIJCOSX def2/J DEFGRID3
* xyz 0 1
C 0.685 -1.577 1.044
C 0.232 -2.181 -0.318
S 1.136 -1.641 -1.797
H 1.806 -1.752 1.124
H 0.457 -0.533 1.368
H 0.163 -2.162 1.908
H 0.301 -3.301 -0.223
H -0.793 -1.972 -0.445
N -0.373 3.242 -0.167
C -0.686 1.814 -0.148
N -1.821 1.313 0.075
H -1.147 3.576 0.348
H 0.657 3.494 0.080
H 0.136 1.284 -0.510
H -1.965 0.633 -0.787
H 1.213 -0.238 -1.554
*
```

The net atomic charges from Mulliken, expressed in e, are: atom 1 (C): -0.89, atom 2 (C): -0.45, atom 3 (S): -0.21, atom 4 (H): 0.29, atom 5 (H): 0.26, atom 6 (H): 0.27, atom 7 (H): 0.32, atom 8 (H): 0.33, atom 9 (N): -0.51, atom 10 (C): 0.39, atom 11 (N): -0.67, atom 12 (H): 0.31, atom 13 (H): 0.26, atom 14 (H): -0.07, atom 15 (H): 0.28, atom 16 (H): 0.08

Which is most stable, and by how much? i, by 1.223 eV.

--- i ---
Below is a molecular structure, C3H10N2S, with properties calculated with wB97M-V/def2-TZVPD.

Computed properties:
E_HOMO	-7.35	eV
frontier orbital gap	7.93	eV

Structure (ORCA input):
```
! wB97M-V def2-TZVPD RIJCOSX def2/J DEFGRID3
* xyz 0 1
C 0.165 -1.826 -1.227
N 0.478 -0.667 -0.430
C 1.259 -0.706 0.581
N 1.516 0.375 1.319
H 0.505 -1.691 -2.252
H -0.914 -1.977 -1.232
H 0.636 -2.719 -0.810
H 0.021 0.482 -0.611
H 1.696 -1.648 0.909
H 1.168 1.276 0.986
H 2.144 0.316 2.097
C -1.839 1.719 0.205
S -0.356 2.107 -0.800
H -1.572 1.295 1.176
H -2.397 2.634 0.392
H -2.511 1.028 -0.302
*
```

The net atomic charges from Mulliken, expressed in e, are: atom 1 (C): -0.88, atom 2 (N): -0.10, atom 3 (C): 0.27, atom 4 (N): -0.26, atom 5 (H): 0.30, atom 6 (H): 0.29, atom 7 (H): 0.30, atom 8 (H): -0.09, atom 9 (H): 0.30, atom 10 (H): 0.10, atom 11 (H): 0.23, atom 12 (C): -0.72, atom 13 (S): -0.52, atom 14 (H): 0.25, atom 15 (H): 0.29, atom 16 (H): 0.24

--- ii ---
Below is 2 unconnected molecules or ions with the total composition C3H10N2S, with properties calculated with wB97M-V/def2-TZVPD.

Computed properties:
E_HOMO	-8.31	eV
frontier orbital gap	9.05	eV

Structure (ORCA input):
```
! wB97M-V def2-TZVPD RIJCOSX def2/J DEFGRID3
* xyz 0 1
C 1.021 1.736 -1.785
S 0.600 0.451 -2.979
C -0.081 -0.833 -1.876
H 2.071 1.918 -1.982
H 0.520 2.645 -2.130
H 0.861 1.571 -0.725
H 0.652 -1.198 -1.164
H -0.627 -1.542 -2.487
H -0.809 -0.265 -1.289
N -1.519 -0.280 2.713
C -0.225 -0.627 2.427
N 0.050 -1.770 1.944
H -1.777 0.678 2.664
H -2.236 -0.922 2.438
H 0.469 0.204 2.551
H 1.030 -1.765 1.678
*
```

The net atomic charges from Mulliken, expressed in e, are: atom 1 (C): -0.72, atom 2 (S): -0.09, atom 3 (C): -0.70, atom 4 (H): 0.27, atom 5 (H): 0.27, atom 6 (H): 0.22, atom 7 (H): 0.21, atom 8 (H): 0.33, atom 9 (H): 0.21, atom 10 (N): -0.49, atom 11 (C): 0.13, atom 12 (N): -0.70, atom 13 (H): 0.22, atom 14 (H): 0.25, atom 15 (H): 0.36, atom 16 (H): 0.24

Which is most stable, and by how much? ii, by 0.138 eV.